A 12-piece molecular cluster, C56H108N12O8 overall at a distorted geometry. Source: the OMol25 dataset; level of theory: wB97M-V/def2-TZVPD.

Its total charge is 0. The frontier orbital gap is 0.2906 Eh. The molar mass comes out at 1077.56 g/mol. The max |F| comes out at 3.52 eV/Å. Its SMILES is c1cc[nH]c1.c1cc[nH]c1.c1cc[nH]c1.c1cc[nH]c1.COCCNCCOC.COCCNCCOC.COCCNCCOC.COCCNCCOC.CCCC#N.CCCC#N.CCCC#N.CCCC#N. As for the HOMO energy: -0.284 Eh.

Geometry (Å):
H 19.003 -1.018 -21.192
H 13.134 -16.853 -21.796
H 16.722 0.244 -24.709
H 15.963 -8.894 -17.894
H 17.126 -10.922 -22.540
H 25.551 -3.365 -15.590
C 21.751 -24.216 -15.613
H 7.830 -18.540 -8.321
H 21.470 -4.302 -25.264
C 12.245 -16.823 -22.408
C 11.404 -5.550 -20.560
H 14.050 -4.979 -21.443
H 17.471 -17.938 -17.866
H 19.809 -8.742 -17.020
H 19.544 -2.194 -24.339
H 23.180 -14.036 -19.124
H 10.750 -6.302 -20.117
H 21.049 -14.208 -24.268
H 12.636 -7.127 -21.217
C 18.442 -10.155 -16.015
H 11.630 -6.519 -22.476
H 17.189 -3.380 -25.403
H 22.712 -23.768 -15.817
N 25.072 -3.850 -16.336
H 9.457 -19.071 -8.746
H 19.133 -4.304 -26.244
H 19.784 -8.762 -21.019
C 21.626 -11.590 -25.240
C 17.111 -14.112 -19.368
N 18.591 -3.988 -16.280
C 17.810 -2.629 -25.893
N 17.406 -12.780 -19.725
H 17.061 -3.413 -18.792
N 20.493 -10.732 -17.330
H 13.998 -5.656 -23.001
C 10.678 -17.416 -23.913
H 20.493 -13.949 -15.016
O 22.139 -1.712 -23.240
N 10.206 -16.383 -23.210
C 23.746 -4.083 -16.428
H 18.091 -13.080 -21.647
H 22.950 -0.318 -21.926
C 12.280 -6.198 -21.662
H 17.362 -1.667 -21.047
H 17.342 -2.618 -26.877
H 15.745 -13.610 -25.625
C 18.248 -15.156 -19.677
H 10.028 -17.917 -24.615
H 22.510 -1.820 -21.144
C 11.971 -17.635 -23.528
O 8.335 -18.674 -10.398
H 6.107 -16.328 -11.696
H 17.807 -0.449 -19.985
C 18.223 -3.406 -17.219
H 18.169 -9.596 -15.120
H 8.964 -17.345 -8.791
H 16.912 -14.112 -18.296
H 18.903 -8.966 -22.569
H 11.575 -15.615 -15.164
H 19.694 -2.710 -26.776
O 18.619 -10.488 -21.033
N 20.573 -10.399 -27.334
N 8.199 -16.219 -11.929
H 15.837 -11.437 -26.966
C 16.529 -0.744 -25.127
O 17.847 -16.520 -19.474
C 21.318 -16.661 -13.516
H 16.412 -12.958 -21.481
H 16.594 -16.429 -17.822
H 10.684 -4.801 -20.888
H 20.793 -11.662 -24.542
H 18.087 -8.518 -21.177
C 22.056 -14.094 -24.670
C 20.488 -23.749 -15.812
C 7.968 -16.233 -13.378
H 19.622 -17.039 -12.195
H 13.253 -14.021 -25.903
H 22.514 -25.985 -14.567
N 13.528 -11.180 -24.525
H 22.637 -5.123 -18.030
C 11.613 -15.863 -14.103
C 16.013 -12.421 -27.400
H 24.272 -12.774 -19.714
H 21.462 -2.562 -25.577
H 16.160 -14.486 -19.748
H 23.905 -1.739 -22.168
H 6.891 -18.592 -11.864
H 12.393 -16.590 -13.878
C 21.681 -10.243 -18.070
C 17.333 -12.487 -21.136
O 10.370 -16.452 -13.649
N 19.786 -3.122 -24.657
C 21.069 -10.896 -26.395
C 19.845 -9.699 -16.501
C 17.764 -2.693 -18.374
H 23.018 -3.646 -15.760
H 17.610 -8.355 -17.880
C 7.006 -16.631 -11.160
H 22.287 -15.601 -15.272
C 17.357 -10.988 -21.477
C 7.071 -18.154 -10.882
C 9.208 -15.629 -13.983
H 19.184 -14.768 -19.274
H 13.254 -12.785 -27.156
H 17.089 -12.592 -27.455
H 15.905 -1.268 -24.404
C 22.875 -1.395 -22.079
H 22.684 -13.805 -23.827
C 19.607 -15.230 -13.562
H 16.919 -12.084 -19.178
C 18.230 -1.320 -20.486
N 21.743 -25.445 -14.935
C 8.663 -18.371 -9.004
H 12.988 -4.288 -22.589
H 6.364 -18.523 -10.139
C 15.220 -13.499 -26.573
H 19.878 -10.952 -18.101
H 9.140 -15.501 -15.064
N 20.544 -14.793 -14.463
H 20.412 -9.540 -15.583
H 18.308 -16.520 -17.406
C 21.233 -3.328 -24.835
C 20.444 -25.769 -14.780
C 13.639 -12.021 -25.311
H 24.537 -13.605 -18.213
C 22.166 -12.956 -25.717
H 18.568 -11.150 -15.586
H 26.798 -4.756 -17.394
C 17.547 -16.877 -18.100
H 20.304 -22.826 -16.342
C 23.580 -4.824 -17.599
H 24.924 -5.784 -18.998
C 23.759 -13.159 -18.832
H 20.219 -26.714 -14.308
C 18.896 -9.174 -21.499
H 7.847 -17.277 -13.664
H 18.480 -15.094 -20.741
H 18.694 -14.674 -13.409
H 9.298 -14.598 -13.641
C 18.761 -2.379 -19.490
H 15.951 -0.665 -26.047
O 17.324 -10.220 -16.922
C 20.093 -16.417 -12.942
H 7.058 -16.085 -10.218
C 22.122 -3.084 -23.580
H 21.935 -17.529 -13.337
H 22.409 -10.917 -24.888
H 16.759 -8.269 -16.422
H 21.462 -9.457 -18.792
N 12.929 -4.484 -18.728
C 25.730 -4.635 -17.293
H 21.481 -11.948 -19.407
C 24.786 -5.138 -18.143
C 13.345 -5.252 -22.227
O 17.822 -1.312 -25.304
H 16.502 -10.496 -21.014
H 9.272 -16.000 -23.239
H 19.033 -3.338 -19.930
C 16.875 -8.909 -17.296
H 15.356 -14.441 -27.105
C 11.177 -15.941 -22.319
H 22.823 -10.910 -19.761
H 11.816 -14.967 -13.517
H 21.666 -13.346 -26.603
H 17.172 -1.809 -18.138
H 18.619 -24.824 -15.641
H 23.121 -3.510 -23.684
H 15.474 -12.349 -28.345
C 19.203 -3.253 -25.967
H 7.096 -15.623 -13.613
H 12.666 -18.336 -23.965
H 19.659 -1.993 -19.008
C 13.764 -13.125 -26.254
H 23.242 -12.958 -25.892
C 21.557 -15.701 -14.482
C 19.675 -24.806 -15.417
H 11.017 -15.020 -21.777
C 22.280 -11.375 -18.938
C 12.262 -4.965 -19.515
H 8.895 -16.918 -11.713
H 22.493 -15.025 -25.030
H 22.413 -9.882 -17.348
H 21.578 -3.566 -22.768
O 23.170 -12.124 -18.111

Atomic forces in eV per Å
H -0.0732 0.0302 0.0692
H -0.0012 0.2996 -0.1963
H -0.1486 0.0664 -0.2022
H -0.0547 -0.6514 0.2698
H 0.7047 0.3445 -0.3916
H -0.2173 -0.2209 -0.1209
C 2.3762 -0.2375 1.0819
H -0.3889 -0.3392 -0.1779
H -0.3157 -0.1224 0.1479
C -0.3657 1.3834 -0.4983
C 0.1300 -0.1461 0.0736
H 0.0133 -0.0023 0.2594
H 0.0827 -0.1761 -1.0404
H -0.1532 0.3084 -0.0662
H 0.5395 0.2109 0.2708
H -0.9531 0.3226 -0.0516
H 0.2323 -0.1961 0.2021
H -0.0582 -0.2959 -0.2414
H 0.6491 0.1549 -0.1905
C 0.1753 -0.3220 0.2639
H -0.1972 0.0194 0.0259
H -0.3478 0.4468 1.0518
H -0.1044 0.1262 -0.0195
N 1.7708 -1.4136 -0.0036
H 0.0175 0.2119 -0.0409
H -0.1313 -0.0049 -0.1432
H 0.1897 -0.4858 -0.1154
C 0.0746 -0.0511 -1.0498
C 0.0415 -1.4990 1.2303
N -0.6108 0.8902 -1.6085
C -0.6561 -0.6403 -0.3921
N 1.1066 1.2540 -0.1056
H -0.5114 0.1566 -0.2310
N 0.3996 0.5653 -0.5229
H -0.4154 -0.3944 -0.1505
C -0.0612 -0.6721 -1.1028
H -0.0431 -0.2658 0.0472
O 0.0251 0.6578 -0.2586
N 0.0840 1.6311 1.3195
C -0.7127 0.0662 -1.5051
H 0.4588 0.5105 -0.1887
H -0.4067 0.0363 -0.3879
C -0.7313 0.4514 -0.4174
H 0.1377 -0.4430 -0.2331
H 0.2057 0.4864 -0.4404
H -0.0393 -0.2069 0.1436
C -1.2658 0.7284 -0.8849
H 0.3024 0.0010 -0.1213
H -0.5254 -0.2911 -0.0443
C 0.3102 -1.2556 0.2273
O 0.0128 1.1716 0.5556
H -0.1378 -0.2789 0.1324
H 0.5116 0.1774 0.3229
C 1.3883 -0.7913 2.4172
H -0.1723 0.6853 -0.1376
H 0.2725 0.1533 -0.5605
H 0.3297 -0.0503 0.2602
H 0.4052 -0.8752 -0.3793
H 0.0506 -0.0887 -0.1042
H 0.8041 0.0604 -0.0423
O -0.0950 0.4144 -1.2138
N 1.3035 -1.1678 2.3457
N -1.1607 0.1939 0.2817
H 0.2681 0.0836 0.3085
C 0.4866 0.1991 0.3141
O 0.5572 0.0340 1.0672
C 1.4510 -0.4985 -1.3655
H -0.6194 0.3518 -0.6341
H -0.0783 0.0566 0.1257
H 0.3776 0.2973 -0.3617
H 0.2890 -0.1798 0.3749
H -0.2767 0.2235 0.3396
C 0.2933 1.0564 0.5728
C 1.5384 -0.5343 -0.8971
C 1.0960 -0.3390 1.0247
H -0.1782 0.3103 -0.0503
H -0.1994 0.2241 0.2592
H -0.0878 0.4437 -0.2578
N 0.1457 -0.6478 -0.7816
H -0.1338 0.0740 0.2503
C -1.0540 -0.4211 0.8572
C -1.8537 -0.0652 0.7555
H -0.0279 0.0760 -0.3299
H 1.0355 -0.0721 -0.3110
H -0.2443 -0.2383 -0.7494
H 0.2493 -0.1841 -0.1287
H 0.1549 -0.6466 0.2221
H -0.0760 0.0070 -0.2378
C -0.0872 -1.0214 0.0391
C -0.5597 -0.3210 0.1630
O -0.4724 1.1264 -0.6834
N 0.7457 -1.1919 0.0726
C -1.6385 1.4338 -2.7707
C -0.7969 -0.6002 -0.3994
C -1.2599 -0.2020 -1.3023
H 0.1336 -0.0189 -0.1002
H 0.3582 -0.2651 -0.3216
C 1.4666 -0.1761 0.8004
H 0.3116 -0.1435 0.3919
C 0.3195 -1.6152 0.4706
C 0.1939 0.0282 0.3024
C 0.9515 -0.2819 -0.5418
H 0.1382 -0.6374 1.0775
H -0.0911 -0.1726 -0.2092
H -0.2671 -0.1865 -0.2900
H 0.1367 -0.4189 0.1281
C 0.7087 -0.1309 0.0126
H -0.0107 -0.0538 0.2840
C 0.0520 -0.8135 1.0374
H 0.0033 -0.1407 0.1528
C -0.3354 -0.6850 0.1913
N -0.2695 1.7915 -0.8255
C -0.4595 -0.4380 -0.8916
H -0.5457 -0.1820 -0.0797
H -0.6737 0.2954 -0.2664
C 1.7047 1.0221 0.0414
H -0.7768 -0.3459 0.1551
H -0.0552 -0.4854 -0.3839
N -0.6632 -0.8994 0.5817
H 0.2168 -0.0666 -0.0182
H 0.1940 0.3332 -0.0792
C 0.5920 1.8021 0.6702
C -1.0251 -0.5778 -0.5499
C -0.0400 0.4790 1.1613
H 0.1320 0.2225 0.2286
C 0.1950 -1.7011 0.8796
H -0.0590 -0.3541 -0.4943
H -0.0234 0.4525 0.4048
C 0.0160 1.0231 -0.0826
H -0.3861 -0.1867 0.1054
C -3.1020 0.6215 1.2396
H 0.2606 0.1538 0.0620
C 1.5530 -0.6086 0.1622
H -0.4142 0.1404 -0.1263
C -0.9978 0.7892 0.8140
H -0.2802 -0.0065 -0.7870
H -0.3418 -0.2549 -0.2581
H 0.1041 -0.0636 0.0866
H 0.3372 0.0273 0.6201
C 0.3686 0.5511 0.4760
H 0.1866 0.0250 -0.2771
O 0.5320 0.8352 -0.1810
C -1.6907 2.1187 -0.4874
H -0.3176 0.0729 0.1548
C -1.8110 -0.1369 0.0565
H 0.0682 0.1168 -0.0232
H 0.0197 -0.3149 0.5575
H -0.4062 -0.1459 0.3271
H -0.3313 0.5493 0.1500
N 0.7982 0.4642 0.8415
C 0.4612 1.1095 -0.2050
H -0.1359 -0.4801 0.2411
C 1.5315 -0.8262 -0.0388
C 0.8895 0.0303 0.6873
O -0.3059 -1.2907 -0.3709
H 0.0730 0.3147 0.5451
H 0.2987 -0.1560 -0.1644
H 0.0853 0.2249 -0.4384
C 0.7634 0.3202 0.2328
H -0.6459 -0.1114 0.0996
C -0.3103 -0.6828 0.1128
H 0.4027 0.0183 -0.1342
H 0.0418 0.2215 -0.0682
H -0.0215 0.5979 -0.1895
H 0.1362 -0.0215 0.4460
H -0.0718 -0.2636 0.5355
H 0.1432 0.0692 -0.1329
H 0.6858 -0.1328 -0.5099
C -1.5021 1.0371 0.1651
H -0.0011 -0.1013 -0.1108
H -0.2458 -0.2047 0.1182
H 0.1831 0.0768 -0.1513
C 0.3493 -0.2879 -0.9268
H -0.0791 0.6823 -0.5298
C 0.5911 0.1965 -0.2976
C -1.5557 -0.7008 0.9539
H 0.0119 -0.3183 0.2849
C 0.1633 1.0944 1.3563
C -1.1650 -0.4997 -0.9064
H 0.4829 0.0931 -0.0979
H -0.3958 -0.0076 -0.1938
H 0.1816 -0.0028 -0.1768
H 0.2674 -0.6261 0.3041
O -1.0803 -0.2446 -0.6938

Löwdin population analysis, charges in e, atoms 1 to 4: 0.07 0.09 0.09 0.08